(1)
The molecule C20H23ClO4S2. Source: the Open Molecules 2025 dataset; level of theory: the ωB97M-V functional and the def2-TZVPD basis.

Computed properties:
HOMO energy (eV): -8.544
HOMO-LUMO gap (eV): 8.94
Energy relative to the best compared isomer or geometry (same formula, charge and spin) (kcal/mol): 0.0
Strongest force on any atom (eV/A): 4.9

XYZ file:
```
50
C20H23ClO4S2 the ωB97M-V functional and the def2-TZVPD basis
Cl 3.5090 -0.4606 4.6638
O 2.7818 0.5151 -5.5418
O -0.8677 -0.5330 -4.4985
O 0.1972 -2.9582 -0.5551
O -1.8953 -1.8546 -2.4975
S -4.9841 1.9180 2.6029
S 2.3219 0.1661 -2.1639
C 3.5599 -1.5566 2.2650
C -2.6707 0.5768 2.9127
C -2.3486 2.9638 3.0562
C -1.2471 0.4275 3.2174
C -0.8950 2.7674 3.0695
C 3.2511 -1.6255 0.8643
C 1.5249 -0.0148 1.0950
C 2.8256 -0.6258 3.0443
C -3.2331 1.8791 2.8611
C -0.3287 1.5356 3.1175
C 1.7859 0.2137 2.4315
C 2.1763 -0.9315 0.3380
C -5.3230 1.3312 0.8898
C 1.1255 1.3279 3.3305
C 1.6372 0.8325 -4.7136
C 1.7479 -1.2947 -1.1642
C -0.0139 -0.5267 -3.3611
C 1.4389 -0.2983 -3.7003
C 0.2581 -1.6453 -1.1389
C -0.4065 -1.7689 -2.5178
H 2.5437 0.1275 -6.4194
H -1.7447 -0.7250 -4.0798
H 0.5857 -2.9506 0.3619
H -2.1419 -2.6391 -1.9518
H 4.4148 -2.0510 2.7770
H -3.2038 -0.3204 2.9992
H -2.7283 3.9925 3.0837
H -0.8819 -0.5310 3.4213
H -0.2443 3.5940 3.2083
H 3.8213 -2.3633 0.3378
H 0.6591 0.4259 0.5549
H -4.6288 0.4230 0.7286
H -6.3305 0.9577 0.7722
H -5.0617 2.1884 0.2376
H 1.4495 1.1350 4.3986
H 1.6453 2.2611 3.0386
H 0.7566 0.9757 -5.2851
H 1.8097 1.8081 -4.2091
H 2.3420 -2.0913 -1.5102
H -0.4935 0.3595 -2.7896
H 1.8293 -1.2559 -4.1882
H -0.3314 -0.9073 -0.5381
H 0.0063 -2.7738 -2.8552
```

(2)
A structure of composition C41H38BrN6O2S2Se2Y. Source: the Open Molecules 2025 dataset; level of theory: the ωB97M-V functional and the def2-TZVPD basis.

Computed properties:
HOMO energy (eV): -0.452
HOMO-LUMO gap (eV): 3.54
Energy relative to the best compared isomer or geometry (same formula, charge and spin) (kcal/mol): 6.0
Strongest force on any atom (eV/A): 1.3
Total charge: -2

XYZ file:
```
93
C41H38BrN6O2S2Se2Y the ωB97M-V functional and the def2-TZVPD basis
Y -0.1028 0.1147 -0.1013
C 1.4393 3.0410 3.4925
C 1.4937 2.0714 2.3430
N 0.4185 1.6437 1.7900
N -0.7811 2.2097 2.2320
C -1.6791 1.3211 2.4991
S -1.4193 -0.3880 2.6707
S -3.2992 2.0402 2.7248
C -3.7365 1.2719 4.3050
C -2.9355 1.7973 5.4633
C -1.8142 1.1061 5.9157
C -1.0436 1.6128 6.9543
C -1.3823 2.8141 7.5599
C -2.4993 3.5103 7.1139
C -3.2622 3.0061 6.0731
C 2.8079 1.6050 1.8484
C 3.9204 1.6960 2.6894
C 5.1847 1.2836 2.3082
C 5.3538 0.7670 1.0222
C 4.2856 0.6691 0.1603
C 2.9753 1.0700 0.5327
O 2.0107 0.9473 -0.3140
H 0.5450 3.6552 3.3988
H 2.3292 3.6664 3.5253
H 1.3514 2.5057 4.4419
H -3.6008 0.1955 4.1904
H -4.7998 1.4762 4.4432
H -1.5343 0.1861 5.4170
H -0.1665 1.0679 7.2829
H -0.7778 3.2103 8.3669
H -2.7676 4.4551 7.5720
H -4.1176 3.5649 5.7101
H 3.7810 2.0856 3.6909
H 6.0185 1.3585 2.9940
H 6.3326 0.4322 0.6954
H 4.3991 0.2583 -0.8357
C -1.4705 0.7498 -3.7181
Se 0.2493 1.3671 -3.0646
C -0.1236 3.2573 -3.2662
C -1.2363 3.7554 -2.3580
Se -0.9954 3.3717 -0.4724
C 0.5311 4.5770 -0.2290
H -1.6648 1.1745 -4.7028
H -2.2405 0.9986 -2.9900
H -1.4061 -0.3336 -3.7785
H -0.3699 3.4272 -4.3184
H 0.8141 3.7758 -3.0567
H -2.1864 3.2878 -2.6211
H -1.3598 4.8383 -2.4531
H 0.4164 5.4844 -0.8240
H 1.4538 4.0611 -0.4931
H 0.5645 4.8479 0.8254
Br 9.5428 -9.2526 -2.1867
C 8.1812 -7.9675 -1.8537
C 7.2968 -7.6362 -2.8687
C 6.3016 -6.7027 -2.6296
C 6.1912 -6.0996 -1.3788
C 7.0851 -6.4522 -0.3725
C 8.0863 -7.3829 -0.6021
N 5.1942 -5.1450 -1.0291
N 4.5746 -4.7067 -2.0440
C 3.5413 -3.8245 -1.8729
C 2.9557 -3.4139 -3.0778
C 1.8993 -2.5437 -3.1744
C 1.3185 -2.0031 -2.0002
O 0.3289 -1.2220 -1.9997
C 1.9250 -2.4138 -0.7133
N 1.3469 -1.8710 0.3806
C 1.8163 -2.1476 1.5783
C 2.9058 -3.0100 1.7522
C 3.4964 -3.5866 0.6588
C 3.0134 -3.3009 -0.6402
H 7.3826 -8.1079 -3.8386
H 5.6013 -6.4313 -3.4067
H 6.9835 -5.9768 0.5944
H 8.7823 -7.6486 0.1819
H 3.3970 -3.8330 -3.9748
H 1.4852 -2.2421 -4.1267
H 1.3118 -1.6683 2.4123
H 3.2732 -3.2093 2.7503
H 4.3363 -4.2560 0.7674
N -2.1141 0.4389 -0.4867
C -3.4066 0.3162 -0.7226
C -4.2953 1.4203 -0.9698
C -5.6415 1.2651 -1.2355
C -6.2414 0.0058 -1.2860
C -5.4161 -1.0989 -1.0500
C -4.0714 -0.9596 -0.7837
H -3.8722 2.4211 -0.9103
H -6.2483 2.1522 -1.4035
H -7.2990 -0.1107 -1.4905
H -5.8444 -2.0985 -1.0747
H -3.4573 -1.8359 -0.5988
```

Number 1: electronic energy -2333.35219 hartree. Number 2: electronic energy -10275.92835 hartree.